The following is a DFT calculation (wB97M-V/def2-TZVPD) of C4H6N2OS2 as an isolated structure in a non-equilibrium geometry.

ORCA input file:
```
! RIJCOSX wB97M-V def2-TZVPD def2/J DEFGRID3
* xyz 0 1
N 0.9369 -0.5471 1.0735
C 1.5466 -1.0297 0.0420
N -1.9892 -1.2222 1.2381
O 0.8661 -1.5779 -0.9155
S -1.4576 -0.1149 -1.3408
H 3.0069 -0.4450 -1.2798
H -3.4759 0.0188 1.7183
C -2.8539 -0.3253 1.0305
H 3.4229 -1.9240 -0.2657
S -0.8692 -1.5266 0.0429
C 2.9566 -0.8478 -0.2542
H -3.8254 0.0187 -0.7940
C -2.8579 0.3898 -0.2650
H -2.8016 1.4037 -0.0308
H 3.6974 -0.2903 0.4479
*
```

As for the energy: -30939.08393 eV. The energy above the lowest of the compared OMol25 structures with the same formula, charge and spin is 88.55 kcal/mol. The frontier orbital gap (alpha / beta) comes out at 8.094 / 8.096 eV.